Molecular formula: C35H52N2O20PS2
Method: DFT, the ωB97M-V functional and the def2-TZVPD basis

Values from the calculation:
Highest occupied orbital energy (eV): -10.84
LUMO level (eV): -4.004
Total charge: +1
2S+1: 1
Strongest force on any atom (eV/A): 2.51
Energy (eV): -112022.680

Element x y z (Å)
C (-2.417, 0.327, -1.724)
C (-1.762, 1.041, -0.489)
S (-2.954, 1.910, 0.582)
C (-2.971, 1.128, 2.243)
C (-2.109, -0.096, 2.362)
C (-0.785, 0.076, 2.782)
C (0.056, -1.024, 2.864)
C (1.503, -0.896, 3.314)
O (2.382, -1.177, 2.548)
O (1.836, -0.421, 4.572)
P (0.997, -1.123, 5.838)
S (1.687, -0.661, 7.571)
C (-0.459, -2.290, 2.525)
C (-1.774, -2.409, 2.149)
N (-2.248, -3.708, 1.809)
C (-1.808, -4.097, 0.442)
C (-2.680, -5.120, -0.303)
O (-0.852, -3.626, -0.100)
C (-1.757, -4.736, 2.731)
C (-2.451, -5.019, 4.054)
O (-0.803, -5.389, 2.394)
N (-2.585, -1.320, 2.073)
C (-3.986, -1.558, 1.662)
C (-4.150, -2.011, 0.184)
O (-5.382, -1.574, -0.380)
H (-3.515, 0.324, -1.649)
H (-2.127, 0.870, -2.623)
H (-2.007, -0.692, -1.808)
H (-1.087, 1.803, -0.884)
H (-1.119, 0.305, 0.019)
H (-4.011, 0.914, 2.534)
H (-2.621, 1.882, 2.960)
H (-0.385, 1.083, 3.034)
H (-0.353, -0.713, 5.741)
H (1.080, -2.527, 5.680)
H (0.217, -3.142, 2.570)
H (-2.149, -6.067, -0.435)
H (-3.575, -5.358, 0.297)
H (-2.991, -4.674, -1.254)
H (-2.121, -6.020, 4.365)
H (-3.548, -5.047, 3.988)
H (-2.178, -4.319, 4.858)
H (-4.343, -2.391, 2.288)
H (-4.655, -0.719, 1.866)
H (-3.295, -1.765, -0.461)
H (-4.204, -3.113, 0.198)
H (-6.019, -2.246, -0.114)
C (-5.151, -5.123, -5.012)
C (-4.048, -6.049, -4.556)
C (-4.309, -7.503, -4.844)
O (-3.548, -8.150, -3.818)
C (-3.491, -7.298, -2.768)
O (-3.112, -7.595, -1.680)
O (-3.925, -6.057, -3.123)
H (-4.849, -4.082, -4.889)
H (-5.391, -5.288, -6.062)
H (-6.052, -5.262, -4.412)
H (-3.090, -5.726, -4.973)
H (-3.966, -7.803, -5.831)
H (-5.359, -7.785, -4.728)
C (-3.629, 5.527, -5.791)
C (-2.567, 4.604, -5.243)
C (-2.799, 3.150, -5.552)
O (-2.126, 2.505, -4.463)
C (-2.164, 3.364, -3.414)
O (-1.879, 3.070, -2.293)
O (-2.566, 4.594, -3.804)
H (-3.340, 6.568, -5.642)
H (-3.777, 5.363, -6.858)
H (-4.577, 5.385, -5.270)
H (-1.577, 4.929, -5.576)
H (-2.371, 2.850, -6.507)
H (-3.854, 2.866, -5.526)
C (3.297, 4.841, 1.808)
C (2.129, 3.937, 1.506)
C (1.020, 4.593, 0.730)
O (-0.120, 3.820, 1.142)
C (0.145, 3.364, 2.378)
O (-0.669, 2.853, 3.100)
O (1.437, 3.541, 2.708)
H (4.107, 4.271, 2.258)
H (3.674, 5.313, 0.900)
H (3.020, 5.616, 2.525)
H (2.479, 3.028, 1.008)
H (1.166, 4.531, -0.346)
H (0.853, 5.635, 1.010)
C (5.950, 0.612, 4.929)
C (6.247, 1.133, 3.542)
C (7.709, 1.374, 3.275)
O (7.663, 2.401, 2.274)
C (6.517, 3.095, 2.476)
O (6.256, 4.137, 1.959)
O (5.699, 2.448, 3.345)
H (4.897, 0.342, 5.016)
H (6.550, -0.271, 5.150)
H (6.143, 1.376, 5.683)
H (5.808, 0.471, 2.790)
H (8.218, 0.489, 2.901)
H (8.249, 1.760, 4.143)
C (6.576, 1.680, -1.579)
C (6.330, 3.025, -2.222)
C (5.280, 3.851, -1.528)
O (4.792, 4.671, -2.594)
C (4.971, 3.967, -3.747)
O (4.493, 4.259, -4.792)
O (5.767, 2.884, -3.534)
H (7.428, 1.186, -2.047)
H (6.786, 1.789, -0.514)
H (5.717, 1.021, -1.711)
H (7.271, 3.574, -2.315)
H (5.693, 4.460, -0.725)
H (4.448, 3.256, -1.138)